Entry from OMol25: a cluster of 12 separate species, C66H80N8O28 in total in a non-equilibrium geometry (ωB97M-V/def2-TZVPD).

Each line ends with the Löwdin charge.
CARTESIAN COORDINATES (ANGSTROEM)
1 C 4.661963 -7.509756 1.801112  -0.090
2 O 5.409516 -6.347451 1.457489  -0.170
3 C 5.078436 -5.881803 0.198727  -0.264
4 C 6.034003 -4.943506 -0.397237  -0.216
5 O 5.870465 -3.683046 0.148235  -0.161
6 C 6.673239 -2.598670 -0.355866  -0.120
7 C 6.136731 -2.097344 -1.782264  -0.190
8 O 4.903333 -1.463212 -1.622011  -0.209
9 C 4.936713 -0.250227 -0.875400  -0.082
10 H 4.980018 -8.354416 1.168360  0.087
11 H 3.622852 -7.363889 1.521814  0.082
12 H 4.781062 -7.813002 2.856109  0.097
13 H 4.104340 -5.415753 0.178567  0.121
14 H 5.098859 -6.728251 -0.485901  0.130
15 H 5.877138 -4.892891 -1.478562  0.131
16 H 7.048855 -5.283484 -0.193847  0.138
17 H 7.729410 -2.856804 -0.324831  0.118
18 H 6.537409 -1.778449 0.345746  0.107
19 H 5.959826 -2.856193 -2.573426  0.127
20 H 6.953470 -1.424691 -2.193997  0.131
21 H 5.865780 0.276276 -1.138008  0.101
22 H 4.945043 -0.514373 0.165880  0.063
23 H 4.057269 0.351881 -1.084389  0.068
24 C -1.297809 -6.354825 -1.052924  -0.113
25 O -1.247265 -5.286016 -0.129151  -0.205
26 C -2.532331 -4.685162 0.014801  -0.205
27 C -2.350080 -3.679880 1.138430  -0.172
28 O -3.017685 -2.494090 0.806287  -0.141
29 C -4.412188 -2.565290 0.839186  -0.222
30 C -5.016209 -1.322585 0.328767  -0.252
31 O -4.678297 -1.271331 -1.001944  -0.177
32 C -5.093025 -0.084365 -1.628036  -0.084
33 H -1.572687 -7.269617 -0.495419  0.093
34 H -0.306589 -6.467969 -1.519130  0.092
35 H -2.047842 -6.188518 -1.833887  0.089
36 H -3.256184 -5.407055 0.364433  0.123
37 H -2.850155 -4.223008 -0.905696  0.105
38 H -1.307515 -3.466715 1.239289  0.106
39 H -2.679400 -4.093230 2.122306  0.142
40 H -4.707689 -2.810249 1.899905  0.142
41 H -4.784691 -3.385916 0.199822  0.136
42 H -4.531080 -0.468316 0.889670  0.133
43 H -6.138393 -1.300449 0.474869  0.148
44 H -6.194021 -0.102382 -1.702832  0.101
45 H -4.686584 -0.045674 -2.605110  0.041
46 H -4.789267 0.797155 -1.031500  0.086
47 C -1.722370 -2.397447 -2.460329  -0.064
48 C -2.179975 -1.636714 -3.487252  -0.057
49 C -1.549851 -1.677378 -4.751772  0.016
50 C -0.426444 -2.474384 -4.945398  -0.149
51 C 0.035733 -3.187608 -3.859761  -0.025
52 C -0.623656 -3.239081 -2.641976  -0.037
53 N 0.132069 -2.579479 -6.328122  -0.278
54 O -0.285895 -1.773000 -7.205118  0.032
55 O 0.969691 -3.454961 -6.558451  0.087
56 H -2.263677 -2.427157 -1.521260  0.087
57 H -3.128011 -1.103935 -3.418243  0.085
58 H -1.849992 -1.104331 -5.621296  0.116
59 H 0.837237 -3.885484 -4.052236  0.117
60 H -0.161346 -3.750819 -1.781194  0.116
61 C 4.983106 5.534784 5.214539  -0.041
62 C 5.420725 5.193836 3.935453  -0.063
63 C 4.919301 4.099795 3.257739  -0.017
64 C 4.144368 3.249617 3.955189  -0.130
65 C 3.670672 3.500932 5.221071  -0.021
66 C 4.076670 4.652807 5.867442  -0.053
67 N 3.599806 1.972061 3.282348  -0.318
68 O 2.754175 1.289052 3.822996  0.064
69 O 3.968912 1.761923 2.133333  0.051
70 H 5.259830 6.450221 5.748791  0.112
71 H 6.134792 5.833026 3.491680  0.097
72 H 5.220419 3.933083 2.250662  0.118
73 H 2.968682 2.836933 5.722908  0.113
74 H 3.744765 4.805791 6.878283  0.100
75 C -1.245285 5.694084 -3.590779  -0.066
76 C -2.016175 4.875216 -2.773171  -0.063
77 C -2.615167 3.708567 -3.247066  -0.018
78 C -2.431773 3.321951 -4.580693  -0.121
79 C -1.675897 4.194869 -5.385267  0.002
80 C -1.058768 5.356058 -4.906590  -0.050
81 N -3.085636 2.087134 -5.087436  -0.313
82 O -3.575784 1.304868 -4.270625  0.034
83 O -3.103160 1.882224 -6.293605  0.086
84 H -0.915765 6.624195 -3.162794  0.108
85 H -2.167863 5.100461 -1.740881  0.101
86 H -3.193808 3.101573 -2.551551  0.109
87 H -1.476467 3.918835 -6.417824  0.099
88 H -0.454731 5.931098 -5.568264  0.103
89 C 0.093904 3.041312 6.510513  -0.063
90 C 0.480691 4.078511 7.380601  -0.056
91 C 0.311884 5.414446 6.985362  -0.021
92 C 0.014864 5.697405 5.668615  -0.111
93 C -0.257542 4.683546 4.732036  0.002
94 C -0.272168 3.376562 5.219217  -0.087
95 N -0.017163 7.190276 5.248574  -0.288
96 O 0.048484 8.114187 6.058818  0.055
97 O -0.116895 7.456835 4.004308  0.019
98 H 0.127078 2.019024 6.782538  0.094
99 H 0.759081 3.808520 8.383250  0.100
100 H 0.478536 6.248902 7.640080  0.110
101 H -0.507006 4.938486 3.714902  0.112
102 H -0.519537 2.596416 4.522246  0.088
103 C 3.001336 -2.779506 1.099738  -0.053
104 C 3.377890 -3.654455 2.052803  -0.058
105 C 2.537864 -3.911292 3.110925  0.013
106 C 1.378851 -3.208234 3.238240  -0.164
107 C 1.001506 -2.247045 2.325192  -0.009
108 C 1.827717 -2.044616 1.233676  -0.033
109 N 0.457432 -3.520120 4.331549  -0.317
110 O -0.588581 -2.911113 4.441135  0.057
111 O 0.734539 -4.449088 5.127687  0.041
112 H 3.586472 -2.617037 0.196320  0.101
113 H 4.284266 -4.210152 1.957374  0.088
114 H 2.676541 -4.653484 3.897467  0.127
115 H 0.167947 -1.590667 2.516602  0.116
116 H 1.519939 -1.301671 0.487257  0.102
117 C -7.734681 1.841087 3.617725  -0.070
118 C -7.371803 2.360109 4.851432  -0.071
119 C -6.107896 2.816171 5.178851  -0.006
120 C -5.155702 2.788676 4.189705  -0.135
121 C -5.481836 2.206447 2.979511  -0.027
122 C -6.756982 1.766682 2.658105  -0.071
123 N -3.809069 3.448615 4.411207  -0.282
124 O -3.066342 3.579350 3.439625  0.057
125 O -3.485853 3.837709 5.560885  0.058
126 H -8.748576 1.517026 3.414479  0.112
127 H -8.159227 2.455087 5.592951  0.110
128 H -5.898352 3.231075 6.143808  0.118
129 H -4.727981 2.156940 2.198675  0.111
130 H -6.955753 1.403375 1.646448  0.111
131 C -1.093217 1.514011 1.097398  -0.036
132 C -1.794085 1.314294 -0.068973  -0.057
133 C -1.180742 1.114708 -1.295748  -0.004
134 C 0.190447 1.169986 -1.344241  -0.121
135 C 0.968173 1.275867 -0.159440  0.002
136 C 0.323022 1.517051 1.051450  -0.042
137 N 0.834265 0.947959 -2.656451  -0.291
138 O 0.179645 0.741883 -3.664677  0.061
139 O 2.082649 1.049324 -2.743857  0.047
140 H -1.517038 1.617199 2.104713  0.085
141 H -2.847530 1.266087 0.002356  0.073
142 H -1.759179 1.022526 -2.216198  0.103
143 H 2.049930 1.198079 -0.148775  0.099
144 H 0.905426 1.644162 1.949291  0.088
145 C -5.336161 -2.275983 7.125028  -0.049
146 C -5.504324 -1.916826 5.772544  -0.068
147 C -4.646979 -1.121830 5.087162  -0.028
148 C -3.479826 -0.738554 5.699429  -0.134
149 C -3.262600 -1.108965 7.010860  -0.001
150 C -4.160109 -1.883331 7.714346  -0.069
151 N -2.495671 0.002572 4.889430  -0.332
152 O -1.444749 0.174857 5.405005  0.105
153 O -2.829764 0.449740 3.806687  0.054
154 H -5.948632 -2.972992 7.652142  0.102
155 H -6.342287 -2.343232 5.207854  0.114
156 H -4.776869 -0.926018 4.024189  0.117
157 H -2.298494 -0.908634 7.412183  0.113
158 H -3.898755 -2.143146 8.744566  0.119
159 C 0.674846 1.556158 -7.008931  0.026
160 O 1.029090 2.119983 -8.321163  0.037
161 C 0.974710 3.407403 -8.389435  -0.654
162 O 0.820047 4.200273 -7.458997  0.081
163 O 1.212457 3.752481 -9.626737  0.019
164 C 1.551546 5.122814 -9.840930  -0.046
165 H -0.231291 2.055836 -6.656296  0.071
166 H 1.419059 1.887502 -6.279267  0.106
167 H 0.549682 0.498745 -7.097292  0.065
168 H 2.330855 5.494541 -9.152015  0.100
169 H 0.697306 5.804231 -9.707721  0.096
170 H 1.946201 5.215206 -10.876336  0.102
171 C 2.758783 -1.289257 -5.202116  0.016
172 O 2.845495 -1.254709 -6.678648  -0.042
173 C 3.761482 -2.001405 -7.227240  -0.673
174 O 4.500680 -2.707587 -6.541319  0.086
175 O 3.723960 -1.987744 -8.520760  0.031
176 C 2.639391 -1.254376 -9.199526  0.010
177 H 2.455827 -2.263742 -4.830705  0.074
178 H 2.016363 -0.511795 -5.007617  0.069
179 H 3.744971 -1.107006 -4.762860  0.101
180 H 1.652738 -1.663601 -8.915295  0.084
181 H 2.829329 -1.462012 -10.254808  0.095
182 H 2.649849 -0.185709 -8.974609  0.087

Forces on atoms 1 to 3 (eV/Å):
0.27 -0.32 -0.66
0.35 -0.19 1.59
-0.48 -1.07 -0.98

## Properties
Strongest force on any atom, eV/Å: 3.60
SMILES string: O=[N+]([O-])c1ccccc1.O=[N+]([O-])c1ccccc1.O=[N+]([O-])c1ccccc1.O=[N+]([O-])c1ccccc1.O=[N+]([O-])c1ccccc1.O=[N+]([O-])c1ccccc1.O=[N+]([O-])c1ccccc1.O=[N+]([O-])c1ccccc1.COC(=O)OC.COC(=O)OC.COCCOCCOC.COCCOCCOC
Orbital gap, Eh: 0.3065
HOMO level, eV: -9.27
LUMO level, hartree: -0.0341